No. 1
This record from the OMol25 dataset describes 2 unconnected molecules or ions with the total composition C17H21FN4O9PS in a non-equilibrium geometry. The level of theory is wB97M-V/def2-TZVPD.

XYZ file:
```
54
Properties=species:S:1:pos:R:3:lowdin_charge:R:1
C 5.366 0.365 1.517 -0.10
N 4.166 0.067 0.724 -0.11
C 4.305 0.834 -0.541 -0.07
C 4.062 -1.308 0.452 -0.41
O 4.830 -2.100 0.962 0.08
C 2.970 -1.870 -0.468 -0.07
O 1.754 -1.119 -0.315 0.03
C 0.752 -1.668 -1.034 -0.47
O 0.880 -2.590 -1.811 0.10
C -0.612 -1.044 -0.863 -0.06
C -1.618 -1.862 -0.353 -0.04
C -2.909 -1.367 -0.119 -0.28
P -4.088 -2.516 0.584 0.26
O -4.358 -2.122 2.176 -0.25
O -5.528 -2.484 -0.210 -0.24
S -3.494 -4.373 0.580 0.27
N -3.183 0.002 -0.425 -0.06
C -4.488 0.581 -0.166 -0.13
C -4.425 1.524 1.087 -0.20
N -3.866 1.213 2.174 0.13
C -2.193 0.828 -0.939 -0.14
C -2.456 2.316 -1.246 -0.02
C -1.750 3.294 -0.277 -0.44
O -2.041 4.451 -0.325 0.14
F -0.839 2.857 0.607 0.14
C -0.922 0.362 -1.174 -0.11
C 0.215 1.222 -1.707 -0.11
C 0.898 0.647 -2.955 -0.22
N 2.065 1.015 -3.288 0.09
H 6.305 0.117 0.978 0.09
H 5.360 -0.152 2.485 0.09
H 5.394 1.452 1.708 0.09
H 3.795 0.351 -1.390 0.06
H 3.869 1.844 -0.427 0.09
H 5.370 0.956 -0.830 0.09
H 2.788 -2.918 -0.175 0.14
H 3.307 -1.909 -1.524 0.14
H -1.382 -2.907 -0.136 0.08
H -3.516 -1.754 2.491 0.06
H -5.987 -3.296 0.059 0.05
H -5.269 -0.164 0.058 0.10
H -4.843 1.136 -1.057 0.11
H -4.936 2.503 1.041 0.11
H -3.446 0.283 2.083 0.03
H -3.513 2.569 -1.380 0.11
H -1.974 2.496 -2.224 0.13
H -0.047 2.268 -1.924 0.11
H 0.998 1.263 -0.919 0.13
H 0.409 -0.136 -3.568 0.13
H 2.368 0.510 -4.124 0.05
C 2.823 0.062 4.019 -0.97
O 1.761 -0.478 3.673 0.08
O 3.555 -0.340 4.973 0.09
O 3.320 1.088 3.459 0.08
```

Results
charge: -1

No. 2
This record from the OMol25 dataset describes C17H21N3O4 in the gas phase. The level of theory is wB97M-V/def2-TZVPD.

XYZ file:
```
45
Properties=species:S:1:pos:R:3:lowdin_charge:R:1
C -7.092 -0.272 2.118 -0.06
C -7.170 -0.525 0.616 -0.24
H -8.183 -0.324 0.258 0.12
H -6.920 -1.566 0.379 0.12
O -6.355 0.365 -0.127 -0.04
C -5.022 0.177 -0.193 -0.26
C -4.317 -0.894 0.356 0.00
C -2.950 -0.969 0.195 0.00
C -2.238 0.003 -0.511 -0.16
C -2.951 1.074 -1.059 -0.02
C -4.313 1.158 -0.900 0.01
H -4.872 1.981 -1.318 0.12
H -2.445 1.853 -1.607 0.11
C -0.781 -0.168 -0.634 -0.32
O -0.200 -1.069 -0.057 0.07
C -0.042 0.828 -1.509 -0.10
C 1.437 0.478 -1.665 -0.20
N 2.078 0.443 -0.362 -0.05
H 2.024 1.358 0.073 0.13
C 3.444 -0.040 -0.379 -0.25
H 4.024 0.366 -1.229 0.16
C 3.429 -1.574 -0.503 -0.50
O 4.421 -2.191 -0.817 0.08
O 2.303 -2.174 -0.209 0.14
H 1.545 -1.554 -0.037 0.08
C 4.168 0.323 0.936 -0.06
C 5.644 0.443 0.769 -0.27
C 6.517 1.432 1.137 -0.13
N 7.783 1.100 0.776 0.04
C 7.689 -0.065 0.197 -0.21
N 6.415 -0.515 0.168 0.11
H 6.045 -1.360 -0.255 0.12
H 8.514 -0.613 -0.212 0.11
H 6.312 2.356 1.640 0.10
H 3.796 1.285 1.296 0.12
H 3.928 -0.427 1.698 0.14
H 1.528 -0.512 -2.121 0.13
H 1.914 1.203 -2.347 0.13
H -0.141 1.816 -1.053 0.13
H -0.513 0.859 -2.492 0.13
H -2.400 -1.797 0.617 0.12
H -4.821 -1.673 0.905 0.11
H -7.373 0.756 2.333 0.08
H -6.085 -0.438 2.492 0.07
H -7.775 -0.939 2.636 0.08
```

Results
relative energy (zero: lowest compared OMol25 entry of this formula, charge and spin): 44.78 kcal per mole

| no. | energy (hartree) |
| --- | --- |
| 1 | -2395.9263 |
| 2 | -1125.6611 |